{
  "formula": "C23H52O10",
  "method": "ωB97M-V/def2-TZVPD",
  "symbols": ["C", "C", "O", "C", "O", "O", "C", "O", "O", "C", "C", "C", "O", "H", "H", "H", "H", "H", "H", "H", "H", "H", "H", "H", "H", "C", "C", "O", "C", "C", "H", "H", "H", "H", "H", "H", "H", "H", "H", "H", "C", "C", "O", "C", "C", "H", "H", "H", "H", "H", "H", "H", "H", "H", "H", "C", "C", "O", "C", "C", "H", "H", "H", "H", "H", "H", "H", "H", "H", "H", "C", "C", "O", "C", "C", "H", "H", "H", "H", "H", "H", "H", "H", "H", "H"],
  "positions_angstrom": [[8.714, 1.533, 0.825], [8.301, 2.726, -0.266], [8.897, 2.521, -1.597], [6.676, 2.941, -0.267], [5.911, 1.727, -0.704], [4.717, 2.238, -0.983], [3.688, 1.584, -0.119], [3.972, 1.425, 1.181], [2.466, 1.130, -0.804], [1.354, 0.954, 0.150], [0.965, 2.572, 0.791], [-0.298, 3.388, -0.076], [-0.458, 2.725, 1.420], [8.380, 1.852, 1.914], [8.235, 0.514, 0.494], [9.879, 1.423, 0.807], [8.775, 3.726, 0.173], [8.363, 1.825, -2.103], [6.372, 3.786, -1.048], [6.233, 3.215, 0.807], [1.622, 0.297, 1.080], [0.388, 0.607, -0.412], [1.915, 3.268, 1.224], [-0.889, 2.825, -0.913], [0.045, 4.506, -0.069], [-3.709, -0.666, -3.629], [-2.280, -0.831, -3.140], [-2.015, -0.147, -1.918], [-2.795, -0.538, -0.790], [-2.631, -2.003, -0.421], [-3.949, 0.396, -3.762], [-3.847, -1.181, -4.586], [-4.432, -1.077, -2.922], [-1.602, -0.409, -3.889], [-2.014, -1.889, -3.046], [-3.848, -0.287, -0.954], [-2.460, 0.078, 0.053], [-2.958, -2.667, -1.224], [-3.220, -2.239, 0.470], [-1.579, -2.230, -0.216], [-5.452, 4.266, -3.647], [-4.023, 4.101, -3.158], [-3.758, 4.785, -1.935], [-4.538, 4.394, -0.808], [-4.374, 2.929, -0.438], [-5.692, 5.328, -3.780], [-5.590, 3.751, -4.604], [-6.175, 3.855, -2.940], [-3.345, 4.523, -3.907], [-3.757, 3.043, -3.064], [-5.591, 4.645, -0.972], [-4.203, 5.010, 0.035], [-4.701, 2.265, -1.242], [-4.963, 2.693, 0.453], [-3.322, 2.702, -0.234], [-5.995, -6.041, -2.799], [-4.565, -6.206, -2.310], [-4.301, -5.521, -1.087], [-5.081, -5.913, 0.040], [-4.917, -7.377, 0.410], [-6.235, -4.978, -2.932], [-6.133, -6.555, -3.756], [-6.718, -6.452, -2.092], [-3.888, -5.784, -3.059], [-4.300, -7.263, -2.216], [-6.134, -5.662, -0.124], [-4.746, -5.297, 0.883], [-5.244, -8.041, -0.394], [-5.506, -7.614, 1.301], [-3.865, -7.605, 0.614], [5.980, -1.736, 5.206], [5.809, -0.515, 6.095], [5.973, 0.720, 5.402], [5.070, 0.969, 4.326], [3.613, 0.991, 4.753], [6.968, -1.728, 4.730], [5.879, -2.654, 5.794], [5.235, -1.767, 4.408], [6.575, -0.540, 6.876], [4.844, -0.534, 6.610], [5.235, 0.245, 3.521], [5.333, 1.951, 3.916], [3.292, 0.031, 5.165], [2.969, 1.222, 3.899], [3.453, 1.749, 5.528]],
  "mulliken_charge": [-0.90, 0.17, -0.54, -0.31, -0.16, -0.22, 0.49, -0.41, -0.29, 0.15, 0.04, -0.40, -0.44, 0.26, 0.23, 0.30, 0.27, 0.36, 0.23, 0.19, 0.23, -0.05, 0.32, 0.17, 0.29, -0.90, -0.46, -0.26, -0.20, -1.20, 0.10, 0.40, 0.27, 0.36, 0.37, 0.29, 0.39, 0.19, 0.42, 0.28, -1.14, 0.06, -0.45, -0.49, -0.67, 0.31, 0.41, 0.26, 0.39, -0.07, 0.31, 0.35, 0.19, 0.46, 0.05, -1.03, -0.33, -0.39, -0.32, -1.05, 0.27, 0.39, 0.26, 0.34, 0.30, 0.32, 0.31, 0.26, 0.38, 0.30, -0.97, -0.33, -0.47, -0.08, -0.89, 0.27, 0.38, 0.24, 0.34, 0.29, 0.22, 0.25, 0.26, 0.22, 0.30],
  "total_energy_ha": -1659.48001,
  "smiles": "C[C@@H](O)COOC(=O)OC[C@H]1CO1.CCOCC.CCOCC.CCOCC.CCOCC",
  "relative_energy_ev": 4.599,
  "fmax_ev_per_a": 8.64
}